Record 1
Density functional theory data (the ωB97M-V functional and the def2-TZVPD basis) for a molecular structure, C35H43ClIrNP2S4.

Total charge: +3
Kohn-Sham gap (spin up / spin down): 0.2120 / 0.1382 Ha
HOMO level (spin up / spin down): -0.5405 / -0.5404 Ha
Multiplicity: 2
ΔE to the lowest compared entry with this formula, charge and spin: 66.7 kJ/mol
M: 895.6 Da

```
87
C35H43ClIrNP2S4 | OMol25 | the ωB97M-V functional and the def2-TZVPD basis
Ir -0.675 -0.692 1.711
C 0.158 1.750 3.748
C 1.288 0.806 4.077
S 1.528 -0.469 2.784
C 1.697 -2.001 3.749
C 0.473 -2.361 4.560
S -1.006 -2.345 3.495
C -2.192 -1.451 4.549
C -1.787 -0.014 4.840
S -1.413 0.942 3.321
H 0.373 2.372 2.876
H -0.035 2.420 4.589
H 1.135 0.299 5.028
H 2.227 1.357 4.146
H 2.583 -1.881 4.374
H 1.922 -2.765 3.002
H 0.322 -1.680 5.394
H 0.563 -3.369 4.964
H -2.303 -2.022 5.472
H -3.142 -1.495 4.017
H -0.929 0.044 5.506
H -2.615 0.505 5.325
C 2.189 -0.411 -6.432
S 2.547 -0.117 -4.688
C 1.602 1.409 -4.390
C 1.154 1.470 -2.933
C 0.150 0.378 -2.595
N -0.068 0.225 -1.136
P 0.699 -0.918 -0.211
C 2.455 -0.704 -0.358
C 3.086 -1.498 -1.322
C 4.389 -1.212 -1.706
C 5.063 -0.152 -1.124
C 4.436 0.645 -0.167
C 3.136 0.380 0.211
C 0.243 -2.584 -0.597
C 0.958 -3.657 -0.040
C 0.544 -4.950 -0.292
C -0.570 -5.180 -1.096
C -1.270 -4.118 -1.662
C -0.874 -2.818 -1.411
P -1.233 0.844 -0.072
C -2.701 1.023 -1.111
C -3.519 0.000 -1.608
C -4.438 0.260 -2.607
C -4.556 1.533 -3.150
C -3.737 2.549 -2.694
C -2.818 2.302 -1.682
C -0.810 2.500 0.480
C 0.465 3.013 0.246
C 0.799 4.269 0.737
C -0.134 5.008 1.453
C -1.411 4.504 1.671
C -1.756 3.252 1.183
H 2.708 -1.327 -6.706
H 2.571 0.400 -7.047
H 1.122 -0.543 -6.597
H 0.750 1.443 -5.072
H 2.232 2.270 -4.608
H 0.720 2.450 -2.710
H 2.038 1.359 -2.295
H 0.511 -0.587 -2.961
H -0.817 0.566 -3.066
H 2.559 -2.311 -1.805
H 4.868 -1.812 -2.467
H 6.080 0.065 -1.419
H 4.969 1.475 0.276
H 2.645 1.029 0.925
H 1.849 -3.475 0.552
H 1.095 -5.785 0.121
H -0.884 -6.196 -1.297
H -2.114 -4.311 -2.311
H -1.400 -1.989 -1.872
H -3.479 -1.011 -1.238
H -5.072 -0.541 -2.961
H -5.283 1.725 -3.927
H -3.810 3.542 -3.114
H -2.198 3.120 -1.353
H 1.181 2.457 -0.343
H 1.779 4.681 0.538
H 0.127 5.991 1.822
H -2.145 5.095 2.201
H -2.762 2.876 1.324
Cl -3.967 -0.342 1.681
C -2.617 -1.434 1.258
H -2.677 -1.729 0.221
H -2.770 -2.348 1.827
```

Record 2
Density functional theory data (the ωB97M-V functional and the def2-TZVPD basis) for a molecular structure, C35H43ClN2PtSi2 in a non-equilibrium geometry.

Kohn-Sham gap (spin up / spin down): 0.2494 / 0.2359 Ha
HOMO level (spin up / spin down): -0.2457 / -0.2848 Ha
Multiplicity: 3
M: 778.4 Da

```
84
C35H43ClN2PtSi2 | OMol25 | the ωB97M-V functional and the def2-TZVPD basis
C -0.654 4.184 0.701
C 0.378 3.275 1.083
C 1.406 3.382 0.119
H 0.285 2.544 1.881
C 0.943 4.226 -0.932
C -0.310 4.768 -0.543
H -0.909 5.498 -1.086
H -1.515 4.428 1.300
H 2.334 2.817 0.122
H 1.484 4.413 -1.865
Pt -2.127 -0.750 0.939
Si 1.771 0.645 -1.336
C 2.360 0.182 0.369
C 1.545 -0.069 1.489
H 0.452 -0.032 1.414
C 2.102 -0.478 2.697
H 1.446 -0.857 3.486
C 3.489 -0.439 2.877
H 3.918 -0.652 3.860
C 4.303 -0.065 1.805
H 5.384 -0.001 1.937
C 3.749 0.243 0.556
H 4.394 0.526 -0.281
C 1.978 -0.555 -2.634
C 3.179 -1.239 -2.614
H 3.616 -1.552 -1.662
C 3.857 -1.451 -3.818
H 4.856 -1.883 -3.808
C 3.267 -1.099 -5.032
H 3.815 -1.242 -5.977
C 1.955 -0.599 -5.030
H 1.472 -0.402 -5.986
C 1.299 -0.350 -3.827
H 0.281 0.038 -3.817
H 0.339 0.869 -1.172
Si -0.712 -1.953 -0.202
C -0.467 -2.914 -1.799
C 0.400 -4.017 -1.867
H 0.797 -4.437 -0.949
C 0.673 -4.609 -3.096
H 1.458 -5.360 -3.151
C -0.066 -4.268 -4.228
H 0.163 -4.721 -5.192
C -1.089 -3.318 -4.096
H -1.721 -3.093 -4.954
C -1.327 -2.676 -2.883
H -2.194 -2.042 -2.742
C 0.170 -3.082 1.134
C 1.534 -3.157 0.866
H 1.938 -2.583 0.019
C 2.343 -3.998 1.624
H 3.403 -4.047 1.386
C 1.772 -4.792 2.625
H 2.420 -5.447 3.212
C 0.400 -4.730 2.860
H -0.052 -5.369 3.614
C -0.427 -3.877 2.109
H -1.519 -3.884 2.223
H 2.260 1.743 -1.907
Cl -2.926 -2.775 0.173
C -3.558 2.741 -0.769
N -3.407 3.599 0.377
C -3.748 4.979 0.127
C -3.954 3.059 1.607
C -2.916 2.745 2.703
N -2.182 1.486 2.560
C -1.088 1.496 3.553
C -3.092 0.353 2.823
H -3.133 3.227 -1.648
H -3.035 1.787 -0.603
H -4.623 2.552 -0.980
H -4.836 5.129 0.038
H -3.385 5.625 0.935
H -3.291 5.329 -0.801
H -4.576 3.833 2.076
H -4.545 2.159 1.407
H -2.188 3.558 2.772
H -3.452 2.736 3.663
H -1.477 1.265 4.561
H -0.270 0.812 3.302
H -0.661 2.503 3.592
H -3.421 0.315 3.879
H -3.981 0.443 2.193
H -2.552 -0.651 2.641
```

Record 3
Density functional theory data (the ωB97M-V functional and the def2-TZVPD basis) for a molecular structure, C35H43EuN8O8P2S in a non-equilibrium geometry.

Total charge: -2
Kohn-Sham gap (spin up / spin down): 0.1367 / 0.1365 Ha
HOMO level (spin up / spin down): 0.0076 / 0.0077 Ha
Multiplicity: 7
M: 949.8 Da

```
98
C35H43EuN8O8P2S | OMol25 | the ωB97M-V functional and the def2-TZVPD basis
Eu 0.346 -1.142 0.786
O 0.982 -0.148 2.810
C 1.954 0.599 3.241
C 1.815 1.304 4.458
C 2.790 2.152 4.974
C 3.982 2.322 4.287
C 4.173 1.622 3.100
C 3.215 0.760 2.549
C 3.537 0.075 1.325
N 2.715 -0.750 0.725
N 3.031 -1.282 -0.419
C 1.973 -2.234 -0.832
O 1.409 -2.904 0.232
C 2.543 -3.268 -1.798
C 3.905 -3.427 -2.012
C 4.369 -4.388 -2.904
C 3.475 -5.208 -3.578
C 2.113 -5.080 -3.331
C 1.652 -4.124 -2.440
H 0.894 1.156 5.014
H 2.618 2.670 5.914
H 4.767 2.964 4.674
H 5.112 1.733 2.563
H 4.516 0.273 0.882
H 4.589 -2.769 -1.493
H 5.435 -4.490 -3.080
H 3.835 -5.938 -4.296
H 1.403 -5.722 -3.842
H 0.594 -4.004 -2.241
C 0.861 5.231 -0.023
N 1.199 3.915 0.462
C 2.245 3.826 1.467
P 0.525 2.574 -0.242
O 1.008 1.344 0.377
O -1.073 2.818 0.022
P -1.901 1.698 0.856
O -1.650 0.310 0.444
N -1.442 1.974 2.419
C -1.379 3.315 2.955
C -1.837 0.960 3.396
N -3.444 2.272 0.596
C -3.732 3.634 0.200
C -4.548 1.337 0.433
N 0.644 2.791 -1.872
C 1.873 2.256 -2.472
C -0.445 3.092 -2.785
H 1.723 5.720 -0.493
H 0.519 5.864 0.806
H 0.063 5.159 -0.761
H 3.200 4.203 1.079
H 2.371 2.787 1.765
H 1.977 4.415 2.351
H -1.059 4.010 2.177
H -0.636 3.338 3.756
H -2.345 3.651 3.360
H -1.739 -0.032 2.970
H -2.871 1.116 3.741
H -1.158 1.009 4.244
H -2.853 4.263 0.314
H -4.538 4.047 0.816
H -4.054 3.678 -0.849
H -4.181 0.317 0.385
H -5.075 1.539 -0.505
H -5.263 1.430 1.260
H 2.446 1.699 -1.729
H 2.490 3.071 -2.869
H 1.632 1.560 -3.277
H -1.376 3.214 -2.235
H -0.570 2.284 -3.502
H -0.232 4.024 -3.325
O -0.939 -2.634 2.308
C -1.750 -2.942 1.420
N -1.767 -2.351 0.221
S -3.117 -2.721 -0.582
O -4.140 -1.705 -0.411
O -2.904 -3.152 -1.934
C -3.614 -4.067 0.487
C -4.644 -4.973 0.398
C -4.847 -5.839 1.468
C -4.032 -5.760 2.597
C -3.000 -4.838 2.673
C -2.789 -3.991 1.596
H -5.274 -5.007 -0.483
H -5.640 -6.574 1.428
H -4.213 -6.437 3.424
H -2.360 -4.771 3.543
N 0.875 -1.408 -1.444
C 0.760 -1.097 -2.735
C 1.773 -1.133 -3.745
C 1.506 -0.779 -5.055
C 0.242 -0.367 -5.468
C -0.768 -0.315 -4.503
C -0.522 -0.641 -3.188
H 2.777 -1.418 -3.473
H 2.313 -0.819 -5.781
H 0.043 -0.098 -6.499
H -1.771 -0.009 -4.791
H -1.320 -0.618 -2.453
```

Record 4
Density functional theory data (the ωB97M-V functional and the def2-TZVPD basis) for a molecular structure, C35H43FeN3O8PS2 in a non-equilibrium geometry.

Kohn-Sham gap (spin up / spin down): 0.2637 / 0.1978 Ha
HOMO level (spin up / spin down): -0.2785 / -0.2784 Ha
Multiplicity: 6
ΔE to the lowest compared entry with this formula, charge and spin: 0.0 kJ/mol
M: 784.7 Da

```
93
C35H43FeN3O8PS2 | OMol25 | the ωB97M-V functional and the def2-TZVPD basis
Fe -2.000 0.431 -1.027
O 1.572 2.071 -6.678
C 0.554 2.682 -6.311
O 0.072 3.800 -6.673
C -0.243 2.020 -5.133
C 0.109 0.787 -4.636
C -0.570 0.224 -3.551
N -1.616 0.824 -3.048
C -1.980 2.044 -3.466
C -1.344 2.676 -4.520
C -3.141 2.608 -2.639
C -3.847 3.695 -3.101
C -4.822 4.226 -2.305
C -5.063 3.695 -1.031
C -4.328 2.579 -0.675
N -3.408 2.043 -1.466
C -0.183 -1.054 -2.875
C 0.577 -1.993 -3.573
C 1.187 -2.971 -2.830
C 0.965 -3.089 -1.451
C 0.048 -2.209 -0.892
N -0.534 -1.209 -1.576
H 0.979 0.254 -5.097
H -1.617 3.699 -4.767
H -3.620 4.120 -4.079
H -5.328 5.163 -2.541
H -5.820 4.164 -0.412
H -4.581 2.109 0.254
H 0.820 -1.804 -4.605
H 1.801 -3.751 -3.357
H 1.442 -3.882 -0.851
H -0.320 -2.303 0.093
C -0.368 1.143 6.597
O -1.263 1.055 5.496
C -0.792 1.244 4.245
C 0.452 1.833 4.015
C 0.864 2.024 2.707
C 0.068 1.663 1.597
C 0.648 1.876 0.276
C 1.932 2.736 0.118
O 0.073 1.551 -0.788
C -1.212 0.980 1.863
O -1.969 0.493 0.927
C -1.553 0.800 3.222
H -0.932 0.654 7.395
H -0.196 2.187 6.872
H 0.583 0.574 6.361
H 1.068 2.240 4.798
H 1.825 2.501 2.552
H 2.720 2.357 0.769
H 1.740 3.797 0.359
H 2.242 2.704 -0.962
H -2.522 0.407 3.425
C -4.125 -3.115 -0.474
C -4.286 -1.611 -0.403
O -3.825 -0.971 -1.631
C -4.930 -0.753 -2.601
C -4.377 -0.759 -4.036
H -4.394 -3.618 0.449
H -3.105 -3.441 -0.630
H -4.780 -3.532 -1.288
H -3.796 -1.101 0.401
H -5.353 -1.369 -0.291
H -5.409 0.170 -2.300
H -5.600 -1.619 -2.453
H -3.959 0.195 -4.280
H -5.231 -0.886 -4.715
H -3.613 -1.505 -4.174
C 5.643 -3.493 0.908
C 4.453 -2.846 0.247
C 4.618 -1.341 -0.015
O 3.246 -3.081 1.118
P 2.838 -2.453 2.515
S 1.480 -3.564 3.513
S 1.663 -0.935 2.317
O 4.243 -2.192 3.261
C 4.585 -1.246 4.279
C 3.539 -1.046 5.344
C 4.961 0.101 3.613
H 6.467 -3.472 0.187
H 5.408 -4.518 1.245
H 5.919 -2.899 1.742
H 4.189 -3.308 -0.723
H 4.667 -0.826 0.930
H 3.787 -0.968 -0.615
H 5.567 -1.164 -0.468
H 5.458 -1.683 4.700
H 2.770 -0.371 4.998
H 3.953 -0.521 6.205
H 3.066 -2.010 5.653
H 4.077 0.575 3.203
H 5.704 -0.074 2.859
H 5.312 0.779 4.387
```

Record 5
Density functional theory data (the ωB97M-V functional and the def2-TZVPD basis) for a molecular structure, C35H43IN7O4PS3Ti.

Kohn-Sham gap: 0.1735 Ha
HOMO level: -0.1992 Ha
Multiplicity: 1
ΔE to the lowest compared entry with this formula, charge and spin: 188.2 kJ/mol
M: 927.7 Da

```
95
C35H43IN7O4PS3Ti | OMol25 | the ωB97M-V functional and the def2-TZVPD basis
Ti 0.475 0.722 -0.225
N -1.563 0.994 0.693
C -2.568 1.183 -0.350
C -4.000 1.122 0.185
C -5.163 1.305 -0.796
C -5.064 2.514 -1.726
N -4.097 2.235 -2.799
C -2.982 2.914 -3.004
N -1.961 2.353 -3.670
N -2.833 4.161 -2.530
C -2.176 0.215 -1.475
O -3.007 -0.249 -2.263
O -0.917 0.037 -1.558
H -1.756 0.135 1.208
H -1.537 1.760 1.377
H -2.364 2.180 -0.755
H -4.069 1.889 0.964
H -4.133 0.162 0.692
H -6.081 1.406 -0.213
H -5.280 0.408 -1.405
H -4.741 3.395 -1.169
H -6.033 2.737 -2.170
H -3.986 1.233 -2.968
H -2.031 1.348 -3.789
H -1.038 2.617 -3.323
H -3.645 4.699 -2.285
H -2.021 4.682 -2.817
S 3.989 2.467 0.506
C 3.662 1.169 -0.478
N 2.518 0.787 -1.097
C 2.738 -0.296 -1.962
C 1.789 -0.850 -2.819
C 2.141 -1.925 -3.620
C 3.429 -2.453 -3.585
C 4.387 -1.901 -2.749
C 4.034 -0.823 -1.949
S 5.013 0.100 -0.857
H 0.778 -0.468 -2.846
H 1.399 -2.363 -4.275
H 3.688 -3.292 -4.219
H 5.394 -2.296 -2.722
N 1.003 4.092 1.575
C 0.503 2.835 1.934
O 0.922 1.880 1.081
C -0.289 2.578 2.981
I 2.034 2.295 5.648
H 1.934 3.961 1.183
H 1.063 4.693 2.389
H -0.539 3.361 3.678
H -0.508 1.558 3.257
C 2.211 2.909 -3.443
S 1.523 3.297 -1.839
C 0.890 4.925 -2.240
O 0.243 2.446 -1.746
H 1.419 2.933 -4.193
H 2.656 1.919 -3.383
H 2.977 3.651 -3.668
H 0.392 4.931 -3.211
H 1.725 5.625 -2.244
H 0.215 5.191 -1.427
N 0.851 -0.918 0.368
P 0.705 -2.120 1.371
C -0.972 -2.122 2.050
C -2.046 -2.446 1.216
C -3.346 -2.298 1.672
C -3.582 -1.802 2.952
C -2.519 -1.457 3.773
C -1.211 -1.621 3.327
C 0.970 -3.711 0.568
C 1.999 -3.770 -0.371
C 2.290 -4.966 -1.004
C 1.556 -6.107 -0.705
C 0.530 -6.052 0.226
C 0.234 -4.854 0.863
C 1.841 -2.021 2.748
C 2.375 -0.780 3.084
C 3.194 -0.664 4.199
C 3.482 -1.786 4.959
C 2.954 -3.028 4.621
C 2.130 -3.151 3.517
H -1.861 -2.808 0.210
H -4.175 -2.566 1.029
H -4.598 -1.684 3.306
H -2.698 -1.057 4.762
H -0.383 -1.339 3.967
H 2.560 -2.874 -0.614
H 3.087 -5.004 -1.735
H 1.784 -7.041 -1.202
H -0.043 -6.940 0.458
H -0.565 -4.817 1.594
H 2.130 0.102 2.503
H 3.555 0.313 4.491
H 4.109 -1.688 5.836
H 3.181 -3.898 5.224
H 1.716 -4.117 3.251
```